1.
C24H45FGaP2 | the ωB97M-V functional and the def2-TZVPD basis

* calculated total energy: -3648.2978 Eh
* strongest force on any atom: 0.07861 Eh/bohr
* charge: +1
* 2S+1: 1

Last column: Löwdin charge in e.
Atoms and positions in Å:
Ga: -0.037 0.098 1.237  0.838
C: 1.358 -1.864 0.944  -0.235
C: 0.244 -2.305 1.840  -0.143
C: -0.701 -1.612 -0.195  -0.241
C: 0.752 -1.520 -0.315  -0.246
C: -1.023 -2.023 1.168  -0.272
C: 2.797 -2.207 1.244  -0.037
H: 3.118 -2.034 2.294  0.085
H: 3.525 -1.651 0.615  0.087
H: 3.003 -3.282 1.047  0.105
C: 1.403 -1.495 -1.666  -0.051
H: 2.473 -1.755 -1.633  0.069
H: 1.301 -0.526 -2.206  0.060
H: 0.956 -2.247 -2.351  0.095
C: -1.568 -1.845 -1.402  -0.058
H: -1.293 -2.807 -1.891  0.108
H: -1.458 -1.074 -2.191  0.069
H: -2.645 -1.943 -1.181  0.054
C: -2.359 -2.497 1.668  -0.027
H: -2.278 -3.220 2.502  0.094
H: -2.948 -3.013 0.882  0.090
H: -3.005 -1.673 2.040  0.081
C: 0.396 -2.942 3.253  -0.051
H: 0.357 -3.977 3.118  0.060
H: -0.392 -2.628 3.965  0.103
H: 1.357 -2.710 3.750  0.104
C: 1.111 1.852 1.886  -0.151
C: 1.686 0.807 2.527  -0.071
C: 1.482 0.530 4.046  -0.138
C: -0.034 0.540 4.459  -0.105
C: -1.013 0.260 3.316  -0.083
C: -1.512 1.171 2.392  -0.180
C: -1.191 2.640 2.551  -0.167
C: 0.316 2.915 2.630  -0.151
H: 2.037 1.229 4.630  0.107
H: -0.311 1.473 4.898  0.103
H: 1.940 -0.439 4.354  0.134
H: 0.652 3.000 3.674  0.120
H: 1.521 2.310 0.961  0.147
H: 2.558 0.237 2.120  0.141
H: 0.504 3.921 2.206  0.134
H: -1.598 3.224 1.709  0.124
H: -2.589 0.996 2.309  0.143
H: -1.690 3.044 3.452  0.139
H: -0.190 -0.240 5.229  0.140
H: -1.630 -0.654 3.464  0.132
P: 3.904 0.832 -3.126  0.792
C: 5.175 0.090 -4.246  -0.335
H: 5.974 0.820 -4.467  0.040
H: 4.742 -0.210 -5.212  0.039
H: 5.654 -0.795 -3.798  0.036
C: 3.569 2.267 -4.243  -0.336
H: 4.513 2.704 -4.610  0.041
H: 3.006 3.068 -3.740  0.031
H: 2.982 1.954 -5.123  0.038
C: 5.161 1.642 -2.038  -0.340
H: 5.907 2.185 -2.642  0.039
H: 5.704 0.894 -1.435  0.035
H: 4.716 2.369 -1.341  0.025
P: -4.256 0.353 -2.457  0.789
C: -5.818 -0.503 -1.957  -0.329
H: -6.687 -0.022 -2.435  0.040
H: -5.968 -0.460 -0.865  0.033
H: -5.813 -1.564 -2.256  0.035
C: -4.835 2.072 -2.124  -0.346
H: -5.810 2.260 -2.606  0.039
H: -4.121 2.809 -2.530  0.036
H: -4.962 2.282 -1.051  0.029
C: -4.621 0.465 -4.268  -0.331
H: -5.556 1.023 -4.449  0.039
H: -4.744 -0.521 -4.740  0.037
H: -3.812 0.993 -4.799  0.036
F: 0.618 -1.074 3.205  -0.473


2.
C24H45NP2SiSr | the ωB97M-V functional and the def2-TZVPD basis

* calculated total energy: -1998.9613 Eh
* strongest force on any atom: 0.09258 Eh/bohr
* 2S+1: 1

Last column: Löwdin charge in e.
Atoms and positions in Å:
P: 0.775 -0.903 -2.570  0.915
P: 1.210 2.581 -1.256  0.723
C: 1.110 0.685 -3.433  -0.453
C: 2.050 1.469 -2.511  -0.476
H: 0.178 1.225 -3.594  0.063
H: 1.495 0.560 -4.445  0.084
H: 2.776 0.782 -2.037  0.049
H: 2.710 2.144 -3.075  0.069
C: -0.514 2.934 -1.829  -0.267
H: -0.986 3.609 -1.100  0.054
H: -1.142 2.050 -1.869  0.019
H: -0.494 3.490 -2.778  0.055
C: 2.105 4.039 -1.914  -0.283
H: 2.016 3.980 -3.018  0.053
H: 3.171 3.894 -1.688  0.052
H: 1.765 4.997 -1.514  0.053
C: 0.076 -1.561 -4.219  -0.268
H: -0.154 -2.628 -4.153  0.017
H: 0.756 -1.453 -5.091  0.061
H: -0.862 -1.102 -4.526  0.025
C: 2.347 -1.832 -3.029  -0.272
H: 3.007 -1.934 -2.165  0.029
H: 2.901 -1.346 -3.853  0.059
H: 2.076 -2.846 -3.359  0.041
Sr: 1.435 0.485 0.324  1.106
C: -2.673 -1.245 -2.076  -0.119
C: -3.023 -1.637 -3.327  -0.146
C: -3.262 -3.012 -3.827  -0.184
C: -2.751 -4.172 -2.863  -0.187
C: -1.285 -4.341 -2.681  -0.140
C: -0.521 -3.786 -1.719  -0.106
C: -1.044 -2.780 -0.654  -0.206
C: -2.398 -2.036 -0.841  -0.209
C: 1.551 -1.293 2.217  -0.358
H: -2.354 -0.172 -1.891  0.101
H: -3.242 -0.850 -4.071  0.107
H: -2.789 -3.215 -4.825  0.118
H: -4.327 -3.191 -4.015  0.108
H: -3.253 -4.004 -1.898  0.095
H: -3.152 -5.103 -3.340  0.119
H: -0.821 -4.970 -3.465  0.112
H: 0.589 -3.921 -1.730  0.104
H: -0.266 -2.059 -0.386  0.016
H: -1.222 -3.298 0.300  0.118
H: -3.201 -2.741 -0.589  0.105
H: -2.376 -1.240 -0.050  0.098
H: 2.064 -0.843 3.079  -0.064
H: 2.304 -1.659 1.483  -0.117
H: 0.876 -2.102 2.542  -0.076
C: -2.218 1.256 1.968  -0.187
Si: -1.246 1.589 3.536  0.380
C: -2.007 3.048 4.462  -0.191
C: -1.346 0.053 4.621  -0.182
N: 0.433 1.726 2.982  -0.118
C: 1.449 1.922 3.823  -0.449
C: 2.766 2.179 3.261  -0.116
C: 3.899 1.909 4.016  -0.148
C: 3.795 1.503 5.359  -0.156
C: 2.537 1.482 5.989  -0.121
C: 1.383 1.816 5.275  -0.068
H: -3.244 1.625 2.032  0.025
H: -2.258 0.174 1.798  0.010
H: -1.745 1.761 1.103  0.002
H: -2.991 2.694 4.814  0.025
H: -1.460 3.387 5.358  0.023
H: -2.190 3.936 3.832  0.022
H: -0.579 -0.653 4.267  0.024
H: -1.178 0.259 5.689  0.023
H: -2.332 -0.425 4.525  0.020
H: 2.805 2.612 2.262  0.056
H: 4.887 2.055 3.568  0.088
H: 4.694 1.285 5.930  0.076
H: 2.479 1.242 7.063  0.098
H: 0.437 1.912 5.797  0.066


3.
C24H46BCl2N4O4PrSi | the ωB97M-V functional and the def2-TZVPD basis

* calculated total energy: -3213.8962 Eh
* strongest force on any atom: 0.06434 Eh/bohr
* expectation value of S²: 2.0016
* 2S+1: 3

Last column: Löwdin spin population.
Atoms and positions in Å:
C: -1.577 -0.461 -4.819  0.000
C: -1.188 -1.518 -3.820  0.000
H: -1.755 -1.016 -5.762  0.000
H: -0.820 0.339 -5.024  0.000
H: -2.509 0.060 -4.548  0.000
C: -0.498 -2.613 -4.220  0.000
C: 0.060 -2.808 -5.595  0.000
H: -0.493 -3.515 -3.594  0.000
H: 0.595 -1.934 -5.995  0.000
H: -0.700 -3.079 -6.338  0.000
H: 0.746 -3.657 -5.556  0.000
Pr: 1.569 1.151 1.695  2.016
Cl: 3.801 2.593 1.759  -0.006
C: -0.239 -1.653 2.604  0.000
O: 0.697 -0.821 2.427  -0.002
N: 0.059 -2.869 3.046  0.000
C: 1.464 -3.249 3.165  0.000
C: -0.943 -3.778 3.565  0.000
H: -1.292 -1.381 2.390  0.000
H: 2.113 -2.427 2.848  0.000
H: 1.663 -4.129 2.540  0.000
H: 1.681 -3.516 4.206  0.000
H: -1.938 -3.342 3.388  0.000
H: -0.773 -3.920 4.642  0.000
H: -0.853 -4.735 3.040  0.000
H: 1.207 4.277 6.540  0.000
H: -1.041 5.168 6.037  0.000
C: 1.475 4.260 5.463  0.000
C: -0.737 5.206 4.981  0.000
N: 0.241 4.182 4.709  0.001
H: 2.086 3.382 5.225  0.000
C: -0.002 3.236 3.798  0.001
O: 0.825 2.309 3.568  -0.003
H: -1.607 5.021 4.353  0.000
H: -0.961 3.308 3.249  0.000
H: 2.017 5.171 5.136  0.000
H: -0.327 6.198 4.741  0.000
H: 1.648 -0.066 -2.568  0.000
H: 2.898 -3.028 -3.099  0.000
C: 2.740 -0.141 -2.476  0.000
C: 3.696 -2.454 -2.613  0.000
N: 3.145 -1.368 -1.792  0.001
H: 3.105 0.748 -1.952  0.000
C: 3.137 -1.491 -0.454  0.000
O: 2.875 -0.580 0.373  -0.001
H: 4.282 -3.128 -1.986  0.000
H: 3.401 -2.525 -0.145  0.000
H: 3.167 -0.190 -3.478  0.000
H: 4.340 -2.037 -3.391  0.000
O: -1.538 0.030 -2.064  0.000
C: -1.755 -1.272 -2.372  0.000
C: 0.004 -2.765 -1.246  0.000
C: -1.317 -2.331 -1.301  0.000
H: 0.737 -2.247 -1.874  0.000
C: 0.334 -3.905 -0.495  0.000
H: -2.861 -1.573 -2.557  0.000
C: -2.254 -2.921 -0.459  0.000
H: 1.361 -4.261 -0.495  0.000
C: -0.639 -4.597 0.226  0.000
C: -1.931 -4.072 0.267  0.000
H: -3.253 -2.488 -0.442  0.000
H: -0.411 -5.537 0.742  0.000
H: -2.693 -4.567 0.860  0.000
Si: -0.405 3.564 -1.438  0.000
Cl: 0.764 1.542 -0.674  -0.006
C: 1.089 4.674 -1.213  0.000
C: -1.567 4.029 -0.071  0.000
C: -1.040 3.869 -3.158  0.000
H: 1.816 4.321 -0.484  0.000
H: 0.690 5.642 -0.884  0.000
H: 1.604 4.826 -2.162  0.000
H: -0.267 3.660 -3.911  0.000
H: -1.259 4.950 -3.162  0.000
H: -1.957 3.301 -3.351  0.000
H: -1.877 3.184 0.551  0.000
H: -2.439 4.508 -0.536  0.000
H: -1.064 4.763 0.574  0.000
B: -3.512 0.154 1.863  0.000
C: -2.148 0.878 1.672  0.000
N: -1.127 1.457 1.599  -0.002
H: -4.309 0.747 1.143  0.000
H: -3.809 0.276 3.047  0.000
H: -3.446 -1.021 1.546  0.000


Question: Among the records above, which one has the highest strongest force on any atom?
Answer: C24H45NP2SiSr


Question: The lowest calculated total energy belongs to which entry?
Answer: C24H45FGaP2